(1)
C34H94N8O10 | ωB97M-V with the def2-TZVPD basis set

The geometry in XYZ format:
```
146
Properties=species:S:1:pos:R:3:forces:R:3
C -1.2723 23.3148 -6.0370 -2.0 0.4 -0.1
C -2.8239 23.3111 -6.0900 -1.2 1.1 -0.6
C -3.4372 24.7369 -6.1945 -0.1 0.4 -0.6
O -4.8812 24.6924 -6.4178 0.3 -0.2 0.8
C -5.5018 25.9828 -6.4326 0.7 0.0 -0.2
N -3.2887 22.5391 -7.2603 0.4 -0.4 0.9
H -1.0432 23.6359 -7.0531 0.9 -0.1 0.2
H -0.8868 22.3246 -5.7940 0.0 0.1 -0.2
H -0.9689 24.0495 -5.2912 0.4 0.0 -0.1
H -3.2932 23.0340 -5.1460 0.1 -1.1 0.0
H -3.0744 25.3141 -7.0450 0.6 0.0 -0.2
H -3.1237 25.2606 -5.2914 -0.6 0.4 0.3
H -5.1418 26.5661 -7.2801 0.2 0.1 0.3
H -5.2822 26.5369 -5.5200 -0.1 0.0 0.0
H -6.5772 25.9670 -6.6099 -0.1 -0.9 0.3
H -2.9564 23.0503 -8.0655 -0.1 -0.1 0.2
H -4.2927 22.6323 -7.3178 -0.3 0.0 0.1
C -2.2278 37.6918 -9.3624 0.1 -1.1 -0.2
C -0.9670 36.7726 -9.3370 0.2 3.0 1.6
C -1.2446 35.3189 -9.6072 -1.3 -0.1 1.1
O -2.0643 34.9546 -8.4677 0.2 0.6 -0.6
C -2.5680 33.6568 -8.5384 -0.4 -0.5 0.9
N 0.0525 37.4489 -10.1735 -0.4 -1.9 -0.9
H -2.9368 37.4600 -8.5676 -0.1 -0.1 -0.2
H -2.6615 37.5476 -10.3519 -0.5 0.1 0.0
H -1.9736 38.7496 -9.2956 0.3 -0.1 0.2
H -0.5916 36.8583 -8.3173 0.1 -0.5 0.2
H -0.3648 34.6764 -9.6417 0.3 0.1 -0.1
H -1.8947 35.1331 -10.4622 0.3 0.2 -0.6
H -3.3317 33.5359 -7.7701 0.2 0.2 0.3
H -1.7558 32.9715 -8.2956 0.0 -0.5 -0.3
H -3.1024 33.3678 -9.4433 0.5 0.4 -0.5
H -0.0649 38.4520 -10.1618 -0.1 0.1 0.5
H -0.3722 37.1910 -11.0528 0.8 0.3 -1.2
C -5.5928 27.1662 -11.6464 1.2 -1.4 -0.5
C -5.0425 26.3070 -10.4879 0.0 0.1 1.6
C -3.9439 25.2564 -10.8001 -2.0 0.1 -1.4
O -3.2848 24.6563 -9.7160 0.1 0.3 -1.0
C -2.5945 23.4715 -10.1643 0.2 0.3 1.1
N -4.5610 27.2449 -9.5100 0.6 1.0 0.4
H -4.7135 27.6764 -12.0395 0.0 0.4 -0.1
H -6.3509 27.9048 -11.3860 0.1 -0.4 0.3
H -5.9120 26.5435 -12.4822 -0.4 0.0 0.0
H -5.8027 25.7607 -9.9295 -0.5 -0.2 -0.4
H -3.2431 25.6570 -11.5325 0.3 0.0 -0.1
H -4.5901 24.5043 -11.2526 0.5 -0.6 -0.7
H -1.9648 23.4759 -11.0540 0.0 1.1 -0.2
H -3.2742 22.6411 -10.3555 -0.3 -0.1 0.5
H -1.9496 23.3457 -9.2946 0.3 -0.9 -0.6
H -4.2883 26.7571 -8.6686 0.2 -0.1 0.0
H -3.6930 27.5776 -9.9047 0.4 0.6 0.2
C 3.8023 29.8036 -11.1694 0.2 -0.8 1.5
C 2.6788 30.8102 -11.4151 1.6 0.1 -0.1
C 2.2551 31.6688 -10.1404 -0.2 0.0 -1.4
O 1.9797 30.9237 -8.9613 0.2 -0.1 -0.8
C 1.1370 31.5651 -8.0301 0.1 -0.1 0.7
N 3.2524 31.6282 -12.5092 -0.1 1.0 0.8
H 4.7414 30.2390 -10.8280 -0.1 0.8 -0.2
H 4.1068 29.1595 -11.9943 -0.5 0.2 -0.4
H 3.5987 29.1441 -10.3258 -0.5 -0.3 -0.1
H 1.8025 30.3561 -11.8777 -0.4 -0.6 0.8
H 1.3661 32.1635 -10.5318 -0.6 0.2 0.4
H 2.9280 32.4859 -9.8800 0.6 -0.2 -0.3
H 1.4020 32.6037 -7.8320 0.2 0.1 -0.2
H 1.2658 31.0175 -7.0965 0.0 0.0 0.1
H 0.0701 31.5289 -8.2505 -0.1 -0.1 -0.6
H 3.4753 31.0147 -13.2800 0.0 0.0 -0.1
H 2.5920 32.3193 -12.8355 0.1 -0.1 -0.1
C 0.3398 33.5129 -13.2535 -1.3 1.0 0.8
C -0.5958 32.3272 -13.4953 0.4 -0.6 -0.7
C -2.0523 32.4347 -12.9648 0.5 0.1 0.1
O -2.1859 32.4936 -11.5634 0.1 -0.1 0.6
C -2.0658 31.2218 -10.8422 -0.2 1.4 -1.6
N -0.5455 32.1292 -14.9480 -0.1 0.2 0.0
H 0.0118 34.4065 -13.7846 0.0 -0.2 -1.1
H 1.3766 33.2877 -13.5034 -0.4 0.2 0.0
H 0.1914 33.9783 -12.2791 0.6 -0.7 0.8
H -0.1101 31.4322 -13.1064 -0.1 -0.1 0.5
H -2.7127 31.6583 -13.3513 0.4 -0.7 -0.2
H -2.4938 33.3250 -13.4125 0.0 0.5 0.3
H -2.5433 30.4745 -11.4759 0.0 -0.4 0.2
H -2.6212 31.3663 -9.9155 0.3 -0.3 0.0
H -1.0047 31.0075 -10.7143 -0.1 -0.3 0.4
H -1.1289 32.8336 -15.3764 -0.1 -0.1 -0.4
H -0.7978 31.2071 -15.2739 -0.3 0.0 0.1
C -7.6393 29.5802 -4.3241 -0.8 -0.3 1.0
C -6.6315 30.5489 -4.8632 0.9 -0.5 0.8
C -6.0628 31.5351 -3.7718 -0.3 1.3 -2.0
O -5.2999 32.6048 -4.4518 0.6 -0.9 0.3
C -4.4146 33.3343 -3.6007 -1.1 -0.4 1.1
N -5.5481 29.7216 -5.4570 -0.1 1.4 0.2
H -8.4145 30.0343 -3.7069 -0.3 0.4 -0.4
H -7.2414 28.8397 -3.6303 0.6 -0.1 -0.2
H -8.0968 29.0467 -5.1573 -0.1 0.0 0.1
H -7.1082 31.0740 -5.6909 0.0 0.7 0.3
H -5.4870 31.0558 -2.9801 0.2 -0.2 -0.2
H -6.8971 32.0977 -3.3527 -0.3 -0.4 0.4
H -4.9508 33.6910 -2.7213 -0.6 0.4 0.1
H -3.9879 34.2304 -4.0513 0.0 -0.5 -0.6
H -3.6765 32.7155 -3.0904 0.6 -0.3 -0.7
H -5.9374 29.1990 -6.2286 -0.3 -0.3 -0.2
H -5.0120 30.4439 -5.9163 0.9 0.0 -0.3
C -2.5157 27.1116 -2.5283 0.4 0.1 -0.8
C -3.0782 25.9292 -1.8193 -1.0 -0.4 -0.7
C -2.3684 24.5651 -2.2250 -1.2 1.5 0.2
O -3.1824 23.4456 -1.8950 0.2 0.1 0.3
C -2.3984 22.2714 -1.9547 0.5 0.1 0.1
N -3.1046 26.2729 -0.4194 0.9 -1.2 1.3
H -1.4740 27.2178 -2.2257 0.2 0.2 -0.3
H -3.0582 28.0199 -2.2662 0.0 0.0 0.3
H -2.6640 27.0200 -3.6043 0.4 0.0 -0.1
H -4.1363 25.8944 -2.0786 -0.1 -0.7 -0.9
H -1.3550 24.5558 -1.8237 0.0 -0.3 0.7
H -2.2231 24.5287 -3.3046 -0.1 0.4 -0.3
H -1.8046 22.2561 -2.8687 0.1 0.0 -0.3
H -2.9651 21.3405 -1.9335 -0.5 0.4 0.1
H -1.7047 22.2877 -1.1141 0.2 -0.2 0.1
H -3.6403 25.5483 0.0368 0.0 0.0 0.5
H -3.5735 27.1505 -0.2462 0.0 0.0 -0.2
C -0.0038 26.2499 -8.5737 0.0 -0.6 0.1
C 0.8162 27.4852 -8.3166 1.4 -0.6 0.0
C 2.3462 27.2105 -8.4358 -0.6 0.3 1.4
O 2.8226 26.6004 -7.2282 0.4 0.5 -1.4
C 4.2408 26.5934 -7.1625 0.0 0.2 1.1
N 0.5452 28.4691 -9.3094 -0.9 0.9 -1.0
H 0.4727 25.6924 -9.3800 0.1 -0.4 0.1
H -1.0285 26.3979 -8.9143 -0.1 0.5 0.2
H -0.0417 25.6815 -7.6444 0.1 -0.4 -0.3
H 0.6174 27.8017 -7.2927 0.0 0.6 -0.1
H 2.8397 28.1683 -8.6005 0.1 0.4 0.6
H 2.6088 26.7019 -9.3634 -0.2 -0.9 0.0
H 4.5032 26.9245 -6.1577 0.0 -0.6 0.4
H 4.7785 27.3610 -7.7190 -0.5 -0.1 -0.9
H 4.6226 25.5940 -7.3712 0.2 0.1 -0.1
H 0.8677 28.0669 -10.1779 -0.3 -0.2 -0.6
H 1.1502 29.2746 -9.2373 0.0 0.3 0.5
C -2.1780 28.6397 -5.8544 0.0 0.6 -1.4
C -2.3306 29.7178 -6.9325 0.8 -0.5 -1.1
O -2.8964 30.9134 -6.4781 -0.2 0.4 0.8
O -3.3875 28.0495 -5.5754 -0.2 -1.4 0.3
H -1.6778 29.0681 -4.9858 0.1 0.2 0.4
H -1.5360 27.8422 -6.2285 0.2 0.0 -0.1
H -2.9406 29.4285 -7.7883 -0.2 -0.6 0.2
H -1.3679 29.9392 -7.3932 0.5 -0.1 0.1
H -2.3483 31.1232 -5.7183 -0.2 0.6 0.3
H -4.0807 28.6693 -5.3369 -0.5 0.7 0.4
```
Forces are in eV/Å.

Properties
HOMO energy in eV: -8.78
Total energy in hartree: -2541.94617
Strongest force on any atom in Eh/bohr: 0.0667
Kohn-Sham gap in Eh: 0.3411
Total charge: 0
Energy relative to the best compared isomer or geometry (same formula, charge and spin) in kJ/mol: 438.16

Mulliken population analysis, charges in e, atoms 1 to 4:
1 C -1.182
2 C -0.063
3 C 1.811
4 O -0.535

=====

(2)
C3H7N3O | ωB97M-V with the def2-TZVPD basis set

The geometry in XYZ format:
```
14
Properties=species:S:1:pos:R:3:forces:R:3
C 1.1446 -0.5215 0.2073 -0.1 -2.7 1.0
C 0.9613 0.1159 -1.1224 -0.4 0.3 1.3
C -1.7127 0.2855 -0.0132 -0.9 0.1 -1.2
H 2.1163 -0.3635 0.5902 1.3 0.5 0.3
H 1.1044 -1.6415 0.1455 -0.3 0.9 -0.2
H 1.7696 -0.1764 -1.7744 0.1 0.0 -0.4
H 0.9670 1.1997 -0.9214 -0.2 0.0 -0.7
H -2.7151 0.6912 0.2497 0.7 -0.2 -0.5
H -1.6195 -0.0622 1.9302 1.2 -0.9 -1.6
H 0.4564 0.9131 1.2976 -0.4 0.3 0.4
N -1.4125 0.3067 -1.2635 -0.6 0.6 0.7
N -1.0771 -0.3086 1.0450 -2.1 0.5 2.2
N 0.2643 -0.0890 1.2917 1.8 0.6 -0.5
O -0.2469 -0.3494 -1.6623 -0.2 0.0 -0.8
```
Forces are in eV/Å.

Properties
HOMO energy in eV: -9.10
Total energy in hartree: -357.89209
Strongest force on any atom in Eh/bohr: 0.0603
Kohn-Sham gap in Eh: 0.3638
Total charge: 0
Energy relative to the best compared isomer or geometry (same formula, charge and spin) in kJ/mol: 414.27

Mulliken population analysis, charges in e, atoms 1 to 4:
1 C -0.704
2 C -0.338
3 C 0.084
4 H 0.367